1.
{"formula": "C19H22ClN3O", "method": "ωB97M-V/def2-TZVPD", "symbols": ["Cl", "O", "N", "N", "N", "C", "C", "C", "C", "C", "C", "C", "C", "C", "C", "C", "C", "C", "C", "C", "C", "C", "C", "C", "H", "H", "H", "H", "H", "H", "H", "H", "H", "H", "H", "H", "H", "H", "H", "H", "H", "H", "H", "H", "H", "H"], "positions_angstrom": [[-6.4020, 2.9265, 0.0890], [-1.4626, -1.2974, -2.0884], [-2.6432, -1.6123, -0.1633], [1.3726, -0.1839, 0.7028], [0.3887, -2.8391, 0.0994], [-3.5221, -0.5258, -0.1521], [-1.6645, -1.9168, -1.0675], [5.1802, 1.6183, 0.3593], [0.1841, -0.6857, 1.3636], [1.4883, -2.2285, -0.6218], [1.4351, -0.6995, -0.6565], [1.4350, 1.2675, 0.7249], [4.1375, 3.2582, -1.0402], [-3.5694, 0.4198, -1.1734], [2.8916, 2.8054, -0.6406], [-5.2601, 0.6663, 1.0201], [-5.2957, 1.6006, -0.0033], [2.7797, 1.7612, 0.2658], [5.2842, 2.6653, -0.5421], [3.9359, 1.1717, 0.7631], [-0.8168, -3.1246, -0.6501], [-4.3750, -0.3901, 0.9429], [-4.4537, 1.4792, -1.0967], [0.2371, -2.2187, 1.3978], [0.6361, 1.7192, 0.1080], [0.1679, -0.3076, 2.3899], [6.0731, 1.1514, 0.7492], [2.4072, -2.5297, -0.1070], [2.3445, -0.3193, -1.1267], [1.2767, 1.5880, 1.7614], [4.2118, 4.0733, -1.7454], [1.5106, -2.6203, -1.6390], [-4.4886, 2.2104, -1.8885], [0.5724, -0.3634, -1.2544], [-1.4221, -3.8152, -0.0521], [-2.7166, -2.2135, 0.6463], [-0.7343, -0.3351, 0.8580], [3.8433, 0.3532, 1.4606], [-5.9179, 0.7667, 1.8688], [-0.6500, -2.6199, 1.8940], [-4.3439, -1.1183, 1.7414], [6.2562, 3.0165, -0.8562], [-0.5115, -3.6371, -1.5663], [-2.9144, 0.3209, -2.0227], [1.9985, 3.2682, -1.0368], [1.1165, -2.5060, 1.9847]], "forces_ev_per_a": [[-0.14, 0.17, 0.01], [0.06, 0.13, -0.24], [-0.14, -0.30, 0.28], [-0.02, 0.03, 0.06], [-0.16, -0.03, -0.07], [-0.18, 0.34, -0.06], [-0.01, -0.45, 0.21], [0.06, -0.04, 0.05], [-0.04, -0.16, 0.10], [0.13, 0.21, -0.15], [0.12, -0.21, -0.12], [-0.06, -0.06, 0.10], [0.08, 0.09, -0.06], [0.15, -0.09, -0.11], [-0.06, -0.06, 0.08], [0.00, 0.07, -0.08], [0.14, -0.14, -0.05], [-0.01, 0.11, -0.04], [0.07, 0.07, -0.07], [-0.01, 0.03, 0.01], [0.16, -0.04, -0.03], [0.09, 0.00, -0.13], [-0.18, 0.03, 0.24], [-0.01, 0.17, 0.15], [0.06, -0.01, 0.07], [-0.04, 0.00, -0.03], [0.07, -0.04, 0.03], [0.06, 0.05, -0.09], [-0.04, -0.04, -0.05], [-0.08, 0.00, -0.08], [0.01, 0.06, -0.06], [0.03, -0.03, 0.00], [-0.02, 0.07, -0.06], [0.09, 0.02, 0.03], [-0.03, 0.01, -0.06], [0.11, 0.05, -0.21], [0.08, 0.00, 0.09], [0.00, -0.10, 0.07], [-0.06, 0.03, 0.06], [0.00, -0.03, 0.04], [0.00, -0.08, 0.09], [0.07, 0.02, -0.03], [-0.16, 0.06, 0.05], [0.00, 0.00, 0.00], [-0.10, 0.02, -0.04], [-0.08, 0.05, 0.11]], "lowdin_charge": [0.664, 0.066, 0.120, -0.169, -0.162, -0.226, -0.448, -0.084, -0.172, -0.150, -0.157, -0.161, -0.088, -0.002, -0.045, -0.107, -0.684, -0.231, -0.098, -0.044, -0.102, -0.024, -0.094, -0.161, 0.128, 0.124, 0.100, 0.124, 0.125, 0.130, 0.100, 0.124, 0.107, 0.117, 0.122, 0.134, 0.114, 0.112, 0.105, 0.115, 0.112, 0.099, 0.130, 0.102, 0.109, 0.124], "e_homo_ev": -8.3203, "e_tot_ha": -1436.925084, "smiles": "O=C(CN1CCN(Cc2ccccc2)CC1)Nc1ccc(Cl)cc1", "e_lumo_ev": 0.57, "homo_lumo_gap_ev": 8.89}


2.
{"formula": "C19H22FeN", "method": "ωB97M-V/def2-TZVPD", "symbols": ["Fe", "N", "C", "C", "C", "C", "C", "C", "C", "C", "C", "C", "C", "C", "C", "C", "C", "C", "C", "C", "C", "H", "H", "H", "H", "H", "H", "H", "H", "H", "H", "H", "H", "H", "H", "H", "H", "H", "H", "H", "H", "H", "H"], "positions_angstrom": [[-1.7242, 0.9582, 1.5424], [1.6596, -0.9115, -0.7658], [-2.6541, 0.8850, 3.3353], [-0.8947, -5.3569, -0.1501], [-2.4027, -0.4230, 0.3712], [-1.4232, -3.0358, -0.6866], [1.5727, -0.7871, -2.2229], [-2.2530, 2.2465, 3.0061], [-2.1398, 1.8547, -0.1558], [-0.3181, 0.8756, 2.9232], [-0.8311, 1.2370, -0.1834], [0.5791, -3.5622, 0.5383], [0.2760, -4.9138, 0.4842], [3.0136, -1.5178, -0.4622], [-0.9627, -0.2007, 0.0696], [-0.2278, -2.6256, -0.0889], [-0.8144, 2.2506, 2.7439], [0.1921, -1.1823, 0.0885], [-1.7651, -4.4157, -0.6851], [-1.4667, 0.0298, 3.2807], [-3.1158, 0.8325, 0.1831], [-2.8421, -1.3790, 0.6243], [0.9281, -5.6398, 0.9558], [-2.8873, 3.1140, 3.0518], [-2.1680, -2.3527, -1.0699], [3.3232, -1.3825, 0.5761], [3.0505, -2.5899, -0.7133], [-2.3633, 2.8800, -0.4054], [0.7048, 0.5635, 2.8854], [-4.1862, 0.9693, 0.2351], [1.4664, -1.7691, -2.6747], [-3.6280, 0.5796, 3.6702], [0.7389, -0.1541, -2.4615], [3.7162, -0.9646, -1.1158], [-2.7378, -4.7387, -1.0925], [1.6695, 0.0107, -0.3400], [0.7506, -0.9877, 1.0450], [1.4151, -3.2284, 1.1731], [2.5196, -0.3336, -2.5096], [-1.1378, -6.4269, -0.1872], [-0.2118, 3.1140, 2.5374], [0.1318, 1.6875, -0.4347], [-1.4252, -1.0090, 3.5462]], "forces_ev_per_a": [[0.01, 0.32, 0.87], [1.95, 0.84, -0.91], [1.39, 0.49, 1.32], [0.27, -0.95, 0.23], [0.24, -0.44, -2.35], [-1.35, -2.42, -0.44], [0.26, 0.14, 0.39], [1.00, -0.48, 1.52], [-0.21, -0.41, -1.78], [-1.04, 0.73, 1.83], [0.11, -0.79, -2.08], [1.07, -1.85, 0.81], [-0.02, 0.21, -0.09], [-0.11, 0.02, -0.24], [-0.17, 0.37, -1.84], [0.58, 3.85, 0.56], [-0.24, -0.75, 2.13], [-3.50, -2.85, 2.62], [-0.14, 1.80, -0.46], [0.32, 1.59, 1.54], [0.18, -0.62, -1.74], [0.04, 0.29, 0.06], [0.03, 0.02, 0.10], [-0.10, 0.07, -0.20], [0.37, 0.14, -0.10], [-0.37, 0.02, -0.03], [-0.32, 0.52, 0.03], [0.03, 0.03, 0.14], [0.31, -0.11, -0.12], [0.09, 0.00, 0.11], [-0.07, -0.08, 0.05], [-0.20, -0.07, -0.16], [-0.43, 0.21, -0.23], [0.08, -0.41, 0.45], [0.56, 0.27, 0.12], [0.46, 0.40, -0.49], [-0.43, -0.61, -0.35], [-0.30, -0.15, -0.42], [-0.14, 0.10, -0.72], [0.11, 0.46, 0.07], [0.09, 0.14, -0.18], [-0.41, 0.20, 0.11], [-0.01, -0.23, -0.12]], "lowdin_charge": [0.236, -0.166, -0.187, -0.173, -0.157, -0.070, -0.052, -0.189, -0.194, -0.195, -0.176, -0.110, -0.136, -0.056, -0.259, -0.236, -0.192, -0.137, -0.125, -0.180, -0.181, 0.104, 0.081, 0.082, 0.085, 0.079, 0.085, 0.088, 0.073, 0.093, 0.097, 0.082, 0.085, 0.065, 0.089, 0.121, 0.120, 0.095, 0.068, 0.076, 0.081, 0.095, 0.088], "e_homo_ev": [-0.2674, -2.8518], "spin_multiplicity": 5, "e_tot_ha": -2055.355315, "total_charge": -1, "e_lumo_ev": [2.86, 2.65], "homo_lumo_gap_ev": [3.12, 5.50]}


3.
{"formula": "C19H22N2O4S", "method": "ωB97M-V/def2-TZVPD", "symbols": ["S", "O", "O", "O", "O", "N", "N", "C", "C", "C", "C", "C", "C", "C", "C", "C", "C", "C", "C", "C", "C", "C", "C", "C", "C", "C", "H", "H", "H", "H", "H", "H", "H", "H", "H", "H", "H", "H", "H", "H", "H", "H", "H", "H", "H", "H", "H", "H"], "positions_angstrom": [[-4.5648, -0.7862, 0.2110], [4.7364, -0.5507, -1.1430], [-4.7813, -1.3186, 1.5207], [-5.6818, -0.7380, -0.6835], [2.0386, -0.2912, 2.5065], [-3.3512, -1.6743, -0.5838], [2.9355, -1.4504, 0.7895], [-0.5419, -1.2275, 1.7350], [4.2789, 0.5430, -1.9096], [-2.7103, 2.5335, 1.5934], [-2.5045, 3.2500, 0.4254], [4.2490, 1.2513, 0.3477], [-3.6182, 1.5427, -0.8367], [-2.9643, 2.7622, -0.7884], [0.5519, -1.1623, 0.8737], [1.8958, -0.9112, 1.4667], [4.9222, -0.1291, 0.2061], [-3.8060, 0.8322, 0.3328], [4.3107, -1.1944, 1.1321], [-3.3672, 1.3143, 1.5496], [-1.8172, -1.4223, 1.2544], [0.3249, -1.2925, -0.4917], [-0.9543, -1.4669, -0.9845], [3.4562, 1.4021, -0.9512], [-2.0492, -1.5247, -0.1200], [-3.5934, -2.0032, -1.9675], [-1.9876, 4.1973, 0.4608], [4.3399, -0.8467, 2.1663], [-2.6488, -1.5125, 1.9316], [2.4523, 0.9916, -0.8357], [3.3785, 2.4343, -1.2841], [-1.0928, -1.5516, -2.0501], [-2.8121, 3.3298, -1.6939], [5.1349, 1.1146, -2.2981], [-2.3569, 2.9203, 2.5365], [1.1401, -1.2271, -1.1992], [-3.9992, 1.1413, -1.7626], [-3.1118, -2.9516, -2.2073], [-3.2355, -1.2273, -2.6526], [-0.3646, -1.1312, 2.7952], [5.9994, -0.0640, 0.4177], [-3.5521, 0.7380, 2.4413], [-4.6692, -2.1034, -2.0847], [2.7841, -1.8842, -0.1065], [5.0055, 2.0318, 0.4262], [3.7094, 0.1445, -2.7513], [3.6128, 1.2920, 1.2283], [4.8792, -2.1233, 1.0372]], "forces_ev_per_a": [[0.13, 0.05, -0.19], [-0.01, -0.25, 0.15], [0.27, 0.14, 0.09], [0.16, 0.13, -0.23], [-0.07, 0.10, 0.19], [-1.01, 0.37, 0.40], [0.13, -0.08, -0.28], [0.20, 0.04, -0.11], [-0.13, 0.34, -0.21], [-0.03, 0.00, -0.02], [0.01, 0.01, 0.04], [0.01, -0.09, -0.11], [-0.02, 0.08, -0.17], [-0.03, -0.08, -0.06], [-0.35, 0.07, -0.06], [0.07, -0.18, -0.07], [0.04, -0.13, 0.57], [-0.32, -0.52, 0.06], [0.37, 0.27, -0.22], [-0.08, -0.02, 0.14], [0.18, -0.12, 0.00], [0.11, -0.01, 0.27], [-0.35, -0.05, -0.12], [0.15, -0.16, -0.10], [0.81, -0.03, 0.43], [-0.28, -0.02, -0.37], [0.04, 0.08, 0.01], [0.07, -0.09, -0.08], [0.04, -0.04, 0.13], [-0.03, 0.01, -0.04], [-0.05, 0.05, -0.02], [-0.04, 0.00, -0.10], [0.00, 0.04, -0.07], [-0.08, -0.04, -0.02], [0.03, 0.02, 0.09], [0.08, 0.01, -0.05], [-0.01, 0.02, -0.18], [0.02, 0.04, 0.03], [0.02, -0.04, -0.03], [0.00, 0.03, 0.10], [-0.13, -0.01, -0.03], [0.03, -0.04, 0.14], [0.13, -0.10, -0.20], [-0.12, 0.01, 0.12], [0.00, 0.01, 0.02], [0.05, 0.06, 0.01], [0.02, 0.04, 0.07], [-0.03, 0.05, 0.07]], "lowdin_charge": [0.705, -0.112, -0.274, -0.280, 0.059, -0.203, 0.086, 0.008, -0.201, -0.055, -0.069, -0.113, -0.055, -0.063, -0.133, -0.460, -0.302, -0.274, -0.115, -0.057, -0.019, -0.025, -0.007, -0.146, -0.263, -0.084, 0.106, 0.128, 0.097, 0.097, 0.111, 0.102, 0.107, 0.122, 0.110, 0.107, 0.114, 0.103, 0.089, 0.124, 0.145, 0.115, 0.081, 0.130, 0.114, 0.119, 0.105, 0.126], "e_homo_ev": -8.7064, "e_tot_ha": -1545.877009, "smiles": "CN(c1ccc(C(=O)NC[C@@H]2CCCO2)cc1)S(=O)(=O)c1ccccc1", "e_lumo_ev": 0.45, "homo_lumo_gap_ev": 9.16}